C67H78Cl2N3O6P3SSiTi | ωB97M-V/def2-TZVPD

Geometry as ORCA input:
```
! wB97M-V def2-TZVPD RIJCOSX def2/J DEFGRID3
* xyz -2 3
Ti -0.40 1.53 0.42
C 4.18 0.74 -4.32
C 2.77 0.71 -4.92
C 2.61 -0.60 -5.67
P 1.56 1.08 -3.48
C 1.29 2.93 -3.88
C 0.44 3.31 -5.09
C 2.61 3.70 -3.91
C 0.00 0.33 -4.09
C -0.30 0.38 -5.45
C -1.38 -0.28 -5.99
C -2.17 -1.07 -5.15
C -1.88 -1.13 -3.80
C -0.84 -0.41 -3.20
Si -0.66 -0.36 -1.27
C -0.78 3.00 -1.10
C -1.64 2.79 -2.19
C -2.02 3.81 -3.05
C -1.50 5.09 -2.89
C -0.66 5.34 -1.83
C -0.32 4.33 -0.93
P 0.47 4.55 0.70
C 2.29 4.18 0.36
C 2.38 2.84 -0.35
C 3.01 4.17 1.73
C 0.68 6.42 0.95
C -0.69 7.09 1.04
C 1.60 7.17 -0.02
C -1.59 -1.99 -0.75
C -2.97 -2.06 -0.96
C -3.71 -3.16 -0.59
C -3.10 -4.20 0.09
C -1.75 -4.11 0.40
C -0.98 -3.03 -0.02
P 0.83 -2.93 0.37
C 1.28 -4.75 0.05
C 2.77 -4.96 0.34
C 0.94 -5.19 -1.37
C 0.78 -3.09 2.26
C 2.15 -2.74 2.86
C -0.29 -2.19 2.87
H 4.92 0.48 -5.08
H 4.25 0.02 -3.50
H 4.43 1.72 -3.91
H 2.67 1.53 -5.65
H 1.58 -0.82 -5.90
H 3.01 -1.42 -5.08
H 3.17 -0.55 -6.61
H 0.73 3.26 -3.00
H -0.52 2.82 -5.06
H 0.28 4.39 -5.07
H 0.94 3.06 -6.03
H 3.14 3.53 -4.85
H 3.25 3.42 -3.09
H 2.40 4.77 -3.84
H 0.33 0.96 -6.12
H -1.61 -0.20 -7.05
H -3.01 -1.62 -5.55
H -2.50 -1.75 -3.18
H -2.07 1.81 -2.37
H -2.72 3.60 -3.86
H -1.76 5.87 -3.59
H -0.29 6.35 -1.70
H 2.74 4.95 -0.28
H 1.70 2.12 0.12
H 3.39 2.43 -0.35
H 2.07 2.95 -1.39
H 2.30 4.35 2.54
H 3.78 4.93 1.79
H 3.47 3.20 1.91
H 1.13 6.47 1.95
H -1.24 6.98 0.11
H -0.58 8.15 1.27
H -1.28 6.63 1.83
H 1.65 6.70 -1.00
H 2.62 7.23 0.36
H 1.25 8.19 -0.16
H -3.48 -1.21 -1.39
H -4.77 -3.21 -0.79
H -3.67 -5.07 0.41
H -1.30 -4.90 0.98
H 0.71 -5.39 0.74
H 3.35 -4.14 -0.07
H 3.12 -5.89 -0.10
H 2.95 -5.00 1.41
H 1.56 -4.66 -2.08
H -0.10 -5.00 -1.60
H 1.13 -6.27 -1.49
H 0.53 -4.13 2.50
H 2.13 -1.74 3.27
H 2.93 -2.76 2.11
H 2.41 -3.43 3.67
H -0.08 -1.15 2.63
H -0.30 -2.31 3.96
H -1.28 -2.43 2.49
O 4.41 0.10 -0.86
S 3.44 -0.86 -0.35
O 4.01 -1.95 0.44
N 2.23 -0.08 0.45
C 2.66 0.37 1.66
C 3.98 0.21 2.11
C 4.38 0.39 3.42
C 3.47 0.80 4.36
C 2.19 1.20 3.94
C 1.32 1.81 4.86
C 0.16 2.38 4.40
C -0.13 2.31 3.04
N 0.62 1.65 2.15
C 1.78 1.06 2.57
C 3.07 -1.82 -1.86
C 1.90 -2.08 -2.55
C 1.90 -2.96 -3.62
C 3.06 -3.61 -4.01
C 4.24 -3.34 -3.33
C 4.24 -2.44 -2.27
H 4.73 -0.09 1.39
H 5.40 0.20 3.69
H 3.73 0.89 5.41
H 1.60 1.85 5.91
H -0.52 2.90 5.06
H -1.00 2.84 2.67
H 0.98 -1.62 -2.25
H 0.98 -3.14 -4.15
H 3.06 -4.31 -4.83
H 5.17 -3.82 -3.62
H 5.15 -2.23 -1.73
Cl -2.23 -4.89 3.93
C -3.86 -4.99 3.37
C -4.37 -6.26 3.13
C -5.62 -6.42 2.55
C -6.35 -5.30 2.19
C -5.85 -4.04 2.47
Cl -6.79 -2.65 2.06
C -4.60 -3.83 3.09
N -4.21 -2.54 3.36
C -3.53 -2.12 4.48
C -3.52 -2.92 5.63
C -2.79 -2.55 6.75
C -2.06 -1.38 6.73
C -2.17 -0.53 5.64
C -2.93 -0.85 4.53
C -3.17 0.20 3.49
C -2.72 -0.15 2.04
O -3.51 -0.84 1.37
O -1.62 0.30 1.67
H -3.76 -7.12 3.37
H -6.02 -7.41 2.37
H -7.32 -5.40 1.71
H -4.22 -1.88 2.56
H -4.10 -3.83 5.65
H -2.78 -3.20 7.62
H -1.44 -1.11 7.58
H -1.64 0.42 5.65
H -2.67 1.12 3.80
H -4.25 0.40 3.44
C -4.46 2.40 0.11
O -3.16 1.86 0.00
C -2.14 2.58 0.56
O -2.38 3.64 1.14
H -4.62 3.15 -0.68
H -4.60 2.87 1.08
H -5.16 1.57 -0.01
*
```

Orbital gap (spin up / spin down) = 4.2 / 6.2 eV
Relative energy (zero: lowest compared OMol25 entry of this formula, charge and spin) = 86.9 kcal per mole
E_HOMO (spin up / spin down) = -0.42 / -2.45 eV
E = -182239.6903 eV